(1)
Entry from the OMol25 dataset: C22H34N2O4 in the gas phase (ωB97M-V with the def2-TZVPD basis set).

```
62
Properties=species:S:1:pos:R:3
C -4.0969 -0.7502 1.4039
C -4.1759 0.6982 0.9292
O -3.0991 1.0716 0.0963
C -1.8744 1.3491 0.6500
C -1.5962 1.3248 2.0094
C -0.3212 1.5756 2.4831
C 0.7127 1.8859 1.6181
C 2.1188 2.0489 2.1078
C 2.9138 0.7491 1.8856
N 3.0449 0.4530 0.4765
C 3.8379 1.2196 -0.3038
O 4.4660 2.1864 0.0695
C 3.8139 0.6507 -1.7136
C 2.6354 -0.3165 -1.6846
C 2.5227 -0.7251 -0.2023
C 3.4139 -1.9404 0.1184
C 1.0981 -1.1328 0.2344
O 0.7220 -1.0977 1.3879
N 0.3553 -1.6531 -0.7580
C -0.9940 -2.1536 -0.5772
C -1.8781 -1.6100 -1.6943
C -1.0050 -3.6885 -0.5610
C -0.2141 -4.2652 0.6059
C 0.4260 1.9670 0.2627
C -0.8366 1.6925 -0.2348
O -0.9827 1.6995 -1.6096
C -1.9779 2.5571 -2.1474
C -1.7070 4.0253 -1.8391
H -3.1848 -0.9252 1.9684
H -4.9527 -0.9727 2.0358
H -4.1055 -1.4213 0.5493
H -5.0609 0.8307 0.2989
H -4.2591 1.3834 1.7820
H -2.3691 1.0836 2.7214
H -0.1345 1.5120 3.5445
H 2.1266 2.2765 3.1742
H 2.6259 2.8525 1.5724
H 3.9177 0.8756 2.3068
H 2.4043 -0.0817 2.3696
H 4.7629 0.1444 -1.9001
H 3.7082 1.4452 -2.4500
H 1.7294 0.2120 -1.9883
H 2.7932 -1.1741 -2.3385
H 4.4494 -1.7225 -0.1328
H 3.0883 -2.8126 -0.4447
H 3.3541 -2.1709 1.1796
H 0.7109 -1.6839 -1.6984
H -1.3272 -1.7777 0.3946
H -1.5418 -1.9884 -2.6587
H -2.9086 -1.9207 -1.5476
H -1.8405 -0.5249 -1.7124
H -2.0419 -4.0230 -0.4970
H -0.5934 -4.0577 -1.5044
H -0.6049 -3.8919 1.5488
H -0.2751 -5.3512 0.6074
H 0.8325 -3.9787 0.5418
H 1.1972 2.2385 -0.4419
H -1.9315 2.3774 -3.2252
H -2.9693 2.2711 -1.7808
H -2.4535 4.6472 -2.3258
H -1.7486 4.1976 -0.7654
H -0.7200 4.3101 -2.1963
```

## Properties
Relative energy (zero: lowest compared OMol25 entry of this formula, charge and spin): 1.280 eV
Structure (SMILES): CCOc1ccc(CCN2C(=O)CC[C@]2(C)C(=O)N[C@@H](C)CC)cc1OCC
HOMO level: -8.02 eV
Spin multiplicity: 1
Electronic energy: -34537.3673 eV
Charge: 0
HOMO-LUMO gap: 8.72 eV

natural (NBO) charges, unit e, in atom order: number 1, C, carries -0.64; number 2, C, carries -0.06; number 3, O, carries -0.53; number 4, C, carries 0.29; number 5, C, carries -0.29; number 6, C, carries -0.19; number 7, C, carries -0.02; number 8, C, carries -0.43; number 9, C, carries -0.22; number 10, N, carries -0.45; number 11, C, carries 0.69; number 12, O, carries -0.63; number 13, C, carries -0.49; number 14, C, carries -0.42; number 15, C, carries 0.07; number 16, C, carries -0.62; number 17, C, carries 0.71; number 18, O, carries -0.65; number 19, N, carries -0.62; number 20, C, carries -0.06; number 21, C, carries -0.61; number 22, C, carries -0.39; number 23, C, carries -0.60; number 24, C, carries -0.21; number 25, C, carries 0.21; number 26, O, carries -0.53; number 27, C, carries -0.06; number 28, C, carries -0.64; number 29, H, carries 0.22; number 30, H, carries 0.22; number 31, H, carries 0.21; number 32, H, carries 0.19; number 33, H, carries 0.17; number 34, H, carries 0.21; number 35, H, carries 0.21; number 36, H, carries 0.21; number 37, H, carries 0.24; number 38, H, carries 0.21; number 39, H, carries 0.24; number 40, H, carries 0.23; number 41, H, carries 0.24; number 42, H, carries 0.23; number 43, H, carries 0.21; number 44, H, carries 0.21; number 45, H, carries 0.21; number 46, H, carries 0.23; number 47, H, carries 0.40; number 48, H, carries 0.23; number 49, H, carries 0.19; number 50, H, carries 0.21; number 51, H, carries 0.24; number 52, H, carries 0.20; number 53, H, carries 0.19; number 54, H, carries 0.21; number 55, H, carries 0.21; number 56, H, carries 0.20; number 57, H, carries 0.21; number 58, H, carries 0.18; number 59, H, carries 0.19; number 60, H, carries 0.21; number 61, H, carries 0.21; number 62, H, carries 0.21

(2)
Entry from the OMol25 dataset: a molecular structure, C24H44Cl3N4O3PdSSi in a non-equilibrium geometry (ωB97M-V with the def2-TZVPD basis set).

```
81
Properties=species:S:1:pos:R:3
C 2.5122 -2.5415 -2.5432
C 2.0126 -1.6584 -3.6268
H 1.9869 -3.5038 -2.5589
H 2.3449 -2.0590 -1.5742
H 3.5775 -2.7814 -2.6785
C 1.9529 -2.1452 -4.8825
C 2.3216 -3.5468 -5.2720
H 1.6812 -1.4930 -5.7191
H 1.8218 -4.2983 -4.6414
H 3.4062 -3.7526 -5.2312
H 2.0076 -3.7233 -6.3083
Pd 1.3709 0.2801 1.8599
Cl 2.4263 1.6894 3.3912
Cl 2.2953 1.5883 0.1730
C -0.0190 3.3383 1.6564
O -0.6894 2.2991 1.7290
N -0.5361 4.5183 1.2242
C -1.9628 4.6048 0.9436
C 0.2981 5.6285 0.7858
H 1.0412 3.3483 1.9500
H -2.5426 4.2521 1.8041
H -2.2547 4.0221 0.0569
H -2.1916 5.6570 0.7538
H 1.1835 5.7079 1.4276
H -0.2997 6.5478 0.8546
H 0.6172 5.5079 -0.2647
H -0.1287 -4.8068 3.0001
H -0.3628 -3.1800 0.2527
C -1.1473 -4.9717 2.6027
C -1.2630 -3.8192 0.4169
N -1.5997 -3.8284 1.8183
H -1.8344 -5.1460 3.4449
C -2.4638 -2.8966 2.3262
O -3.1819 -2.1611 1.6531
H -2.0847 -3.4007 -0.1681
H -2.4557 -2.8689 3.4424
H -1.1371 -5.8640 1.9566
H -1.0305 -4.8493 0.1264
O 0.5190 -0.2931 -2.2922
C 1.5848 -0.2343 -3.2364
C 0.1504 0.2191 -5.2580
C 1.1957 0.6316 -4.4204
H -0.2973 -0.7632 -5.0811
C -0.2876 1.0453 -6.2948
H 2.4245 0.2128 -2.6822
C 1.8048 1.8730 -4.6266
H -1.1293 0.7181 -6.9206
C 0.3217 2.2807 -6.5129
C 1.3675 2.6868 -5.6795
H 2.5895 2.1823 -3.9455
H -0.0482 2.9367 -7.3148
H 1.8451 3.6595 -5.8237
Si -0.8722 0.4706 -1.7692
Cl 0.7378 -1.3740 0.0774
C -2.2420 0.1804 -3.0747
C -0.5257 2.3296 -1.8718
C -1.8616 0.1022 -0.2238
H -2.2026 0.8854 -3.9208
H -3.2158 0.3157 -2.5767
H -2.2185 -0.8409 -3.4818
H -2.5670 -0.7306 -0.3433
H -2.4199 0.9751 0.1458
H -1.1820 -0.1853 0.5777
H -0.3753 2.6558 -2.9150
H 0.3792 2.5653 -1.2862
H -1.3823 2.8896 -1.4621
S -0.3889 -0.4907 3.3039
C -0.1035 -0.4081 4.9881
N -1.0461 -0.8744 5.8417
C -0.8070 -1.1779 7.2575
C 0.2290 -0.2343 7.8358
C 1.4086 -0.0354 6.9092
N 1.0232 0.0639 5.5079
H -1.8639 -1.2847 5.4062
H -0.4686 -2.2222 7.3629
H -1.7641 -1.0857 7.7864
H 0.5663 -0.6387 8.7926
H -0.2614 0.7226 8.0334
H 2.1182 -0.8656 7.0194
H 1.9340 0.8900 7.1432
H 1.6590 0.5533 4.8431
```

## Properties
Relative energy (zero: lowest compared OMol25 entry of this formula, charge and spin): 1.498 eV
HOMO level (alpha / beta): -4.05 / -5.05 eV
Spin multiplicity: 3
Electronic energy: -97469.2092 eV
Charge: -1
⟨S²⟩: 2.01
HOMO-LUMO gap (alpha / beta): 6.18 / 6.51 eV

Mulliken charges, unit e, in atom order: number 1, C, carries -1.46; number 2, C, carries 0.59; number 3, H, carries 0.26; number 4, H, carries 0.07; number 5, H, carries 0.34; number 6, C, carries 0.07; number 7, C, carries -1.44; number 8, H, carries 0.40; number 9, H, carries 0.29; number 10, H, carries 0.30; number 11, H, carries 0.38; number 12, Pd, carries -0.07; number 13, Cl, carries -0.74; number 14, Cl, carries -0.54; number 15, C, carries 0.06; number 16, O, carries -0.42; number 17, N, carries 0.22; number 18, C, carries -0.85; number 19, C, carries -0.90; number 20, H, carries 0.26; number 21, H, carries 0.24; number 22, H, carries 0.23; number 23, H, carries 0.36; number 24, H, carries 0.34; number 25, H, carries 0.31; number 26, H, carries 0.27; number 27, H, carries 0.27; number 28, H, carries 0.04; number 29, C, carries -1.01; number 30, C, carries -0.74; number 31, N, carries 0.37; number 32, H, carries 0.38; number 33, C, carries 0.11; number 34, O, carries -0.59; number 35, H, carries 0.31; number 36, H, carries 0.16; number 37, H, carries 0.31; number 38, H, carries 0.32; number 39, O, carries 0.00; number 40, C, carries 0.14; number 41, C, carries -0.32; number 42, C, carries 0.17; number 43, H, carries 0.65; number 44, C, carries -0.86; number 45, H, carries 0.30; number 46, C, carries -0.37; number 47, H, carries 0.34; number 48, C, carries -0.47; number 49, C, carries -0.55; number 50, H, carries 0.38; number 51, H, carries 0.35; number 52, H, carries 0.35; number 53, Si, carries 0.83; number 54, Cl, carries -0.43; number 55, C, carries -1.49; number 56, C, carries -0.25; number 57, C, carries -0.38; number 58, H, carries 0.38; number 59, H, carries 0.41; number 60, H, carries 0.28; number 61, H, carries 0.44; number 62, H, carries 0.41; number 63, H, carries -0.51; number 64, H, carries 0.33; number 65, H, carries 0.03; number 66, H, carries -0.16; number 67, S, carries -0.25; number 68, C, carries 0.25; number 69, N, carries -0.11; number 70, C, carries -0.62; number 71, C, carries -0.58; number 72, C, carries -0.56; number 73, N, carries 0.40; number 74, H, carries 0.20; number 75, H, carries 0.28; number 76, H, carries 0.38; number 77, H, carries 0.33; number 78, H, carries 0.30; number 79, H, carries 0.29; number 80, H, carries 0.34; number 81, H, carries -0.16